Record 1
{
  "formula": "C10H9Cl3N2O4Ru",
  "method": "ωB97M-V with the def2-TZVPD basis set",
  "total_charge": -1,
  "s2": 1.00,
  "e_tot_ha": -2271.9190,
  "homo_lumo_gap_ev": [5.04, 4.34],
  "multiplicity": 2,
  "e_above_lowest_ev": 7.636,
  "elements": ["Ru", "N", "C", "C", "O", "N", "C", "C", "O", "O", "H", "H", "H", "H", "H", "H", "Cl", "C", "C", "C", "Cl", "C", "O", "C", "Cl", "C", "H", "H", "H"],
  "positions_angstrom": [[0.0000, 0.0000, 0.0000], [1.2341, 0.8668, -1.4725], [0.3629, 2.5744, -0.8909], [-0.7304, 2.5251, 0.2727], [-1.2845, 3.5426, 0.6564], [-1.0320, 1.3267, 0.8273], [-1.8785, 0.7198, 1.8399], [-1.6260, -0.9016, 1.8927], [-2.2440, -1.5378, 2.6700], [-0.4066, -1.7561, 0.7742], [2.0159, 1.1799, -1.1344], [0.8186, 0.9553, -2.2729], [-0.1171, 3.0261, -1.7869], [1.1701, 3.2680, -0.5677], [-2.9437, 0.9152, 1.5960], [-1.6402, 1.1584, 2.8315], [2.8941, -5.0620, -3.8349], [2.5735, -3.8540, -2.6498], [1.3850, -3.1476, -2.6867], [1.1296, -2.1642, -1.7180], [-0.4080, -1.3474, -1.8797], [2.0382, -1.8358, -0.6701], [1.7976, -0.9358, 0.2115], [3.2384, -2.6048, -0.6982], [4.5002, -2.3751, 0.4913], [3.5048, -3.5907, -1.6617], [0.6499, -3.3486, -3.4587], [4.4391, -4.1409, -1.6268], [1.0015, -1.3029, -0.7999]],
  "atomic_forces_ev_per_a": [[3.2, 0.1, -2.4], [-3.3, -0.1, 3.7], [-1.5, -0.9, 1.8], [-1.4, -0.7, 1.6], [0.1, 1.9, -0.4], [-0.7, 0.6, -0.1], [0.7, 1.1, -1.1], [1.4, -1.1, -1.1], [0.2, -0.1, -0.3], [-5.2, 1.6, 5.0], [5.8, 2.2, 0.7], [-1.3, 1.0, -6.1], [0.3, -0.8, 0.3], [-0.2, -0.9, -0.2], [0.3, -0.6, 0.4], [-0.3, -0.6, -0.2], [0.1, -0.4, -0.4], [-0.5, 0.5, 0.2], [0.8, 0.0, 0.6], [-0.2, -3.4, -4.1], [-0.8, -0.8, -1.3], [5.4, -3.1, 0.4], [1.7, -0.4, 0.4], [0.5, -1.3, -1.1], [-0.7, 0.4, -0.1], [-0.1, 0.8, 0.8], [0.0, 0.2, 0.2], [-0.1, 0.1, 0.0], [-4.1, 4.6, 2.6]],
  "mulliken_spin": [1.0904, -0.0748, -0.1978, 0.0786, 0.0534, -0.0436, -0.0032, -0.0141, 0.0063, 0.0476, 0.0068, 0.0037, 0.0041, 0.0022, -0.0031, -0.0039, -0.0008, 0.0020, -0.0085, -0.0341, 0.1305, 0.0613, 0.0594, -0.0179, 0.0013, -0.0024, -0.0078, -0.0003, -0.1350]
}

Record 2
{
  "formula": "C10H9ClCoNO10",
  "method": "ωB97M-V with the def2-TZVPD basis set",
  "total_charge": -1,
  "s2": 0.76,
  "e_tot_ha": -3036.4549,
  "homo_lumo_gap_ev": [8.40, 8.62],
  "multiplicity": 2,
  "e_above_lowest_ev": 0.234,
  "elements": ["Co", "N", "C", "C", "O", "O", "H", "H", "H", "H", "O", "C", "O", "C", "C", "C", "C", "O", "C", "O", "C", "C", "H", "H", "H", "H", "H", "O", "Cl", "O", "O", "O"],
  "positions_angstrom": [[-1.8035, -1.2309, 0.4325], [-1.8332, -1.0177, 2.4981], [-2.7843, -1.9967, 3.0628], [-3.3496, -2.9352, 2.0050], [-4.0837, -3.8370, 2.3734], [-3.0063, -2.6591, 0.7843], [-0.8676, -1.2450, 2.7079], [-2.0133, -0.0708, 2.7933], [-3.6340, -1.4796, 3.4999], [-2.3263, -2.6071, 3.8356], [-2.3908, 2.6609, -0.4927], [-1.6125, 1.7268, -0.5478], [-1.9365, 0.5013, -0.2314], [-0.2093, 1.9652, -1.0570], [-0.0252, 2.9897, -1.9706], [1.2265, 3.2482, -2.5428], [2.2624, 2.4490, -2.1394], [3.5758, 2.4984, -2.5329], [4.1825, 1.3372, -1.9487], [3.3032, 0.8602, -0.9400], [2.0920, 1.4550, -1.2025], [0.8735, 1.1715, -0.6477], [-0.8836, 3.5909, -2.2409], [1.3729, 4.0424, -3.2650], [5.1315, 1.6120, -1.5029], [4.3189, 0.5739, -2.7142], [0.7674, 0.3788, 0.0776], [0.3768, -4.0763, 0.9724], [0.7561, -2.8177, 0.3927], [-0.3034, -2.3974, -0.5773], [1.9999, -2.9037, -0.3162], [0.8238, -1.7872, 1.4343]],
  "atomic_forces_ev_per_a": [[-1.1, -0.6, 0.3], [0.2, -0.1, -0.7], [0.1, 0.1, 0.0], [0.0, -0.1, -0.3], [0.1, 0.2, -0.2], [0.4, -0.1, 0.2], [0.1, -0.1, 0.1], [-0.1, 0.1, 0.0], [0.0, 0.1, 0.1], [0.1, 0.0, 0.1], [-0.1, 0.1, 0.0], [-0.1, -0.5, 0.2], [0.6, 0.7, 0.0], [0.0, -0.3, 0.1], [0.1, 0.2, -0.1], [-0.2, 0.1, 0.0], [0.1, 0.1, -0.2], [0.3, -0.1, 0.0], [-0.4, 0.2, 0.1], [0.2, 0.0, 0.0], [0.0, -0.2, 0.1], [-0.1, 0.0, 0.0], [0.0, 0.0, 0.0], [0.0, -0.1, 0.0], [0.1, 0.1, 0.1], [-0.1, -0.1, -0.2], [-0.1, -0.1, 0.0], [0.2, 0.5, -0.2], [-0.2, 0.1, 0.0], [0.2, 0.2, 0.7], [-0.4, 0.0, 0.3], [0.1, -0.5, -0.5]],
  "mulliken_spin": [0.9845, 0.0137, -0.0045, 0.0074, -0.0016, -0.0244, 0.0010, 0.0004, -0.0019, -0.0007, 0.0005, 0.0020, 0.0069, 0.0038, 0.0005, 0.0000, 0.0003, 0.0000, 0.0000, 0.0000, -0.0009, -0.0022, -0.0001, 0.0000, 0.0000, 0.0000, 0.0000, 0.0005, 0.0005, 0.0159, -0.0006, -0.0010]
}

Record 3
{
  "formula": "C10H9CoN7S5Sb",
  "method": "ωB97M-V with the def2-TZVPD basis set",
  "s2": 6.25,
  "e_tot_ha": -4383.7074,
  "homo_lumo_gap_ev": [5.82, 5.35],
  "multiplicity": 5,
  "e_above_lowest_ev": 1.973,
  "elements": ["Co", "S", "Sb", "S", "S", "S", "N", "C", "N", "C", "N", "C", "C", "N", "C", "C", "N", "H", "H", "H", "H", "H", "S", "C", "N", "C", "C", "C", "N", "H", "H", "H", "H"],
  "positions_angstrom": [[-0.3391, 0.7411, -1.4917], [1.6372, 4.0446, 0.4529], [1.6229, 3.6836, -1.8364], [1.6948, 0.8650, -1.9237], [-0.6266, 2.7439, -2.2209], [1.2164, 5.9280, -2.5738], [-4.4395, 0.2334, -1.1939], [-3.4096, 0.3678, -2.0382], [-2.3109, 0.4819, -1.3344], [-2.7317, 0.4119, -0.0328], [-4.0278, 0.2602, 0.0813], [-1.7599, 0.5158, 1.0457], [-2.0773, 0.3850, 2.3914], [-1.1531, 0.5132, 3.3321], [0.0868, 0.7637, 2.9327], [0.4223, 0.8687, 1.5885], [-0.5014, 0.7454, 0.6502], [-5.4134, 0.1072, -1.4078], [-3.4878, 0.3831, -3.1120], [-3.0936, 0.1759, 2.7010], [0.8363, 0.8902, 3.7038], [1.4324, 1.0824, 1.2636], [-0.3916, -1.8751, -1.3172], [1.0615, -2.1662, -0.5109], [2.2071, -2.2840, -1.2570], [3.4137, -2.4770, -0.7051], [3.5153, -2.5969, 0.6489], [2.3180, -2.5162, 1.3729], [1.1393, -2.3249, 0.8176], [2.1115, -2.0932, -2.2465], [4.2632, -2.5137, -1.3716], [4.4654, -2.7455, 1.1364], [2.3194, -2.5990, 2.4550]],
  "atomic_forces_ev_per_a": [[0.5, 0.0, 0.0], [0.1, 0.1, -0.8], [-0.4, -1.0, 0.8], [0.8, 0.3, -0.2], [0.2, 0.4, -0.2], [0.0, 0.2, 0.1], [0.0, 0.0, -0.3], [-0.1, 0.0, 0.0], [-0.5, -0.2, 0.4], [-0.3, -0.1, -0.4], [0.1, 0.0, 0.3], [0.2, 0.0, 0.4], [-0.1, 0.0, -0.2], [0.1, 0.0, 0.2], [-0.1, 0.0, 0.0], [0.2, 0.2, -0.1], [-0.5, -0.2, 0.1], [0.0, 0.0, 0.0], [0.0, 0.0, 0.0], [0.0, 0.0, 0.0], [0.0, 0.0, 0.0], [0.0, 0.0, -0.1], [-0.1, 0.0, -0.1], [-0.2, -0.2, -0.4], [0.0, 0.2, 0.3], [0.2, 0.0, 0.1], [0.1, -0.1, 0.0], [-0.2, 0.1, -0.2], [0.1, 0.1, 0.4], [0.0, 0.0, 0.0], [0.0, 0.0, -0.1], [0.0, 0.0, 0.0], [0.0, -0.1, 0.0]],
  "mulliken_spin": [2.1690, 0.3758, 0.2278, 0.1586, -0.0960, 1.1074, 0.0009, -0.0053, 0.0060, 0.0235, 0.0005, -0.0249, -0.0033, -0.0023, 0.0011, 0.0052, 0.0372, -0.0010, 0.0005, 0.0002, 0.0001, -0.0144, -0.0016, 0.0109, 0.0071, 0.0125, 0.0011, 0.0063, 0.0000, -0.0043, 0.0006, 0.0004, 0.0001]
}

Record 4
{
  "formula": "C10H9F2HfN2O9",
  "method": "ωB97M-V with the def2-TZVPD basis set",
  "total_charge": 1,
  "e_tot_ha": -1420.8390,
  "homo_lumo_gap_ev": 9.52,
  "e_above_lowest_ev": 0.000,
  "elements": ["Hf", "O", "C", "O", "C", "O", "C", "C", "O", "O", "H", "H", "H", "H", "H", "O", "C", "O", "C", "C", "N", "N", "C", "C", "O", "O", "H", "H", "H", "F", "C", "F", "H"],
  "positions_angstrom": [[-0.0829, -0.9523, 0.3328], [-0.4290, 1.5723, -3.0996], [-0.5506, 1.0624, -1.9212], [-0.3746, -0.1381, -1.6782], [-0.8900, 2.0135, -0.8027], [-1.2901, 1.2508, 0.3179], [-2.7130, 1.0601, 0.4908], [-3.0690, -0.4149, 0.3113], [-4.1220, -0.8015, -0.0803], [-2.0331, -1.1856, 0.6640], [-0.1416, 0.9025, -3.7474], [-1.6420, 2.7400, -1.1085], [0.0312, 2.5440, -0.5455], [-3.2796, 1.6691, -0.2109], [-2.9580, 1.3574, 1.5105], [3.5435, 1.3297, 4.5475], [2.5755, 0.6351, 5.1214], [2.4918, 0.4711, 6.3047], [1.5385, 0.0208, 4.2278], [0.4984, -0.7499, 4.7263], [-0.2601, -1.1302, 3.6939], [0.2252, -0.6601, 2.5344], [1.3199, 0.0398, 2.8520], [2.0436, 0.6629, 1.6986], [3.0225, 1.3479, 1.8419], [1.4661, 0.3660, 0.5550], [3.4601, 1.3806, 3.5721], [0.2738, -1.0247, 5.7440], [-1.1036, -1.6838, 3.7043], [1.5146, -2.7382, 0.9586], [0.7675, -2.8778, -0.2546], [1.5587, -2.1835, -1.1861], [0.7351, -3.9282, -0.5196]],
  "atomic_forces_ev_per_a": [[-0.4, 0.1, 0.1], [0.0, 0.0, 0.0], [0.0, -0.1, 0.1], [0.0, 0.1, -0.1], [0.0, 0.0, 0.0], [0.1, 0.0, 0.1], [-0.2, 0.0, -0.1], [0.2, 0.2, 0.1], [0.0, 0.0, 0.1], [0.2, -0.3, -0.1], [0.0, 0.0, 0.0], [0.0, 0.0, 0.0], [0.0, 0.0, 0.0], [0.0, 0.0, 0.0], [0.0, 0.0, 0.0], [0.0, 0.0, 0.1], [0.1, 0.0, 0.0], [0.0, 0.0, 0.0], [-0.1, -0.1, 0.0], [-0.1, 0.0, 0.0], [0.1, 0.0, -0.1], [0.0, 0.0, 0.2], [0.1, 0.0, 0.0], [-0.1, 0.0, 0.0], [0.0, 0.0, 0.0], [0.1, 0.1, -0.1], [0.0, 0.0, 0.0], [0.0, 0.0, 0.0], [0.0, 0.0, 0.0], [-0.1, 0.1, 0.0], [0.0, -0.2, -0.2], [0.1, -0.1, 0.0], [0.0, 0.0, 0.0]],
  "mulliken_charge": [1.8855, -0.4038, 0.8049, -0.7418, -0.5796, -0.4048, -0.3285, 0.4620, -0.5126, -0.8348, 0.4082, 0.4866, 0.3215, 0.4126, 0.2939, -0.4984, 0.4884, -0.5389, 0.2948, -0.2882, -0.3245, 0.1944, -0.1695, 1.1561, -0.7172, -0.5731, 0.4208, 0.5450, 0.2207, -0.2174, -0.3567, -0.2237, 0.3181]
}

Record 5
{
  "formula": "C10H9N",
  "method": "ωB97M-V with the def2-TZVPD basis set",
  "e_tot_ha": -441.0978,
  "homo_lumo_gap_ev": 8.81,
  "smiles": "c1ccc(-c2ccc[nH]2)cc1",
  "e_above_lowest_ev": 3.317,
  "elements": ["C", "C", "C", "C", "C", "C", "C", "C", "N", "C", "C", "H", "H", "H", "H", "H", "H", "H", "H", "H"],
  "positions_angstrom": [[0.9279, -3.0383, 0.6740], [-0.1098, -2.7961, -0.2234], [-0.5179, -1.5134, -0.5390], [0.1640, -0.3758, 0.0220], [-0.2459, 0.9586, -0.3041], [-0.6879, 1.5102, -1.5201], [-0.9583, 2.9344, -1.2344], [-0.7290, 3.2003, 0.0999], [-0.2775, 1.9391, 0.6311], [1.1459, -0.6090, 0.9668], [1.4502, -1.9274, 1.2807], [1.3772, -3.8958, 0.7941], [-0.6710, -3.6462, -0.6929], [-1.2502, -1.1836, -1.5342], [-0.8079, 0.9865, -2.4672], [-1.4968, 3.5117, -2.0423], [-0.9446, 4.1843, 0.9164], [-0.1212, 2.1057, 1.6083], [1.6355, -0.0833, 1.5853], [2.1173, -2.2619, 1.9788]],
  "atomic_forces_ev_per_a": [[-3.0, 5.1, -1.7], [-1.3, -1.3, -1.2], [-0.4, 2.5, -2.7], [-0.5, -1.6, 0.1], [-0.7, 1.2, -1.4], [0.3, 1.4, 2.1], [-1.3, -0.7, -1.7], [-0.3, 0.1, 1.3], [-0.8, 4.2, 0.2], [-3.2, -5.6, -2.9], [-0.9, -0.8, -1.5], [1.7, -4.8, 0.9], [0.8, 0.8, 0.3], [1.8, -1.5, 3.4], [0.1, 0.3, 0.4], [1.0, -0.2, 1.4], [0.8, -3.4, -3.0], [0.5, -1.8, 0.3], [3.2, 5.5, 3.7], [2.2, 0.4, 2.1]],
  "mulliken_charge": [-0.7999, -0.1785, -0.4641, 1.2052, -0.0576, -0.4787, -0.5684, -0.3061, -0.0715, -0.9030, -0.3274, 0.5650, 0.2984, 0.0556, 0.3941, 0.3074, 0.2039, 0.2240, 0.4988, 0.4028]
}

Record 6
{
  "formula": "C10H9NO4",
  "method": "ωB97M-V with the def2-TZVPD basis set",
  "s2": 2.03,
  "e_tot_ha": -741.9910,
  "homo_lumo_gap_ev": [4.59, 6.26],
  "multiplicity": 3,
  "elements": ["C", "C", "C", "C", "C", "C", "C", "C", "C", "C", "N", "O", "O", "O", "O", "H", "H", "H", "H", "H", "H", "H", "H", "H"],
  "positions_angstrom": [[2.8557, -2.0316, -0.1808], [3.6643, -0.8368, 0.0401], [1.4858, -1.9259, -0.2033], [3.1022, 0.3693, 0.3017], [0.8103, -0.6907, 0.0530], [1.6282, 0.4857, 0.3430], [-0.6303, -0.5125, -0.0566], [1.1004, 1.7756, 0.6669], [-1.0649, 0.7831, 0.1285], [-3.1808, 1.2775, -0.6131], [-0.3359, 1.8269, 0.5176], [1.7294, 2.7333, 1.0864], [-4.0128, 0.2873, -0.1946], [-3.0238, 1.2710, -1.9455], [-3.4194, 2.4167, 0.0381], [3.2121, -3.0031, -0.4145], [4.6743, -0.7926, -0.0642], [0.9386, -2.8323, -0.6054], [3.7810, 1.2267, 0.4844], [-1.3997, -1.2906, -0.2830], [-0.8368, 2.6364, 0.8440], [-4.1583, -0.3331, -0.9776], [-2.3613, 1.8709, -2.2380], [-4.0604, 2.2785, 0.6948]],
  "atomic_forces_ev_per_a": [[-0.5, 0.7, 0.1], [-3.0, -0.2, 0.1], [-0.7, -0.1, -0.6], [-1.2, 0.1, 0.2], [-1.3, -1.8, -0.6], [2.0, 1.2, 0.3], [1.8, 0.2, 0.1], [-0.1, -1.7, 0.1], [-3.8, 0.3, -1.1], [2.5, -1.8, 1.9], [-0.2, 0.5, 0.1], [-0.2, 0.6, -0.1], [0.1, -0.8, -1.9], [-1.3, -0.6, 0.4], [1.5, 1.1, -2.0], [0.9, -0.4, -0.1], [2.9, -0.6, -0.2], [0.3, 1.2, 0.9], [-1.0, -0.5, -0.2], [1.1, 0.6, 0.1], [0.2, 0.3, 0.0], [0.3, 1.1, 1.5], [1.0, 0.9, -0.2], [-1.5, -0.4, 1.6]],
  "mulliken_spin": [0.3081, 0.1099, -0.0746, 0.0023, 0.3123, 0.3504, 0.1687, 0.0848, 0.2964, -0.0227, 0.1556, 0.2740, -0.0007, -0.0002, -0.0058, 0.0269, 0.0104, -0.0081, 0.0214, 0.0084, -0.0121, -0.0007, -0.0031, -0.0016]
}